Formula: C13H23BrClNNbO6P2
Source: the Open Molecules 2025 dataset
Level of theory: ωB97M-V with the def2-TZVPD basis set

energy	-130323.6908	eV
charge	-1
orbital gap	5.7	eV
molar mass	559.5	Da

Element x y z (Å)
Nb  -0.3774  1.7346  -1.6497
Br  -2.6825  1.2497  -2.8482
Cl  -2.5769  0.0274  2.4493
P  0.5290  -0.6477  -1.7513
P  1.9306  2.4209  -0.7032
O  -2.2546  -0.6474  -0.0067
O  1.8228  2.9143  0.8834
O  -0.3242  4.6780  -0.4065
O  -2.1639  5.4746  0.5358
O  2.5734  3.6827  -1.5983
O  0.4199  2.1640  -3.4836
N  0.0850  -4.8764  1.3026
C  -1.0431  3.9344  -1.4504
C  -0.9802  -6.8024  2.2521
C  -1.2164  1.4409  0.4396
C  -1.9795  0.1949  0.7027
C  2.1036  -0.5121  -2.7426
C  -2.2731  -5.2143  1.0305
C  -1.0612  5.0676  0.6054
C  -1.1021  -4.4975  0.8320
C  -0.3567  4.9994  1.9251
C  -2.2068  -6.3911  1.7556
C  1.0710  -1.2075  -0.0422
C  0.1287  -6.0103  1.9990
C  2.5662  -1.5284  0.0600
H  -1.9007  2.2631  0.6339
H  -0.9587  5.4657  2.6898
H  0.5607  -2.1139  0.2712
H  -3.2094  -4.8558  0.6260
H  -0.8712  4.4426  -2.3911
H  2.8335  0.0413  -2.1560
H  0.5831  5.5370  1.8856
H  -0.8843  -7.7162  2.8232
H  0.8559  -0.4319  0.6845
H  -0.2619  2.6274  -3.9892
H  2.4860  3.5859  1.0910
H  2.4644  -1.4921  -3.0189
H  -3.0983  -6.9804  1.9320
H  -0.4240  1.5009  1.1862
H  2.7517  3.2862  -2.4614
H  2.8161  -2.2084  -0.7469
H  -0.1250  3.9817  2.2087
H  1.1086  -6.2918  2.3709
H  1.8911  0.0174  -3.6627
H  3.1776  -0.6453  -0.0700
H  -1.1075  -3.5713  0.2671
H  2.7921  -2.0004  1.0044
H  -2.1112  3.9101  -1.2686

Results of the Mulliken charge analysis, in e, for atoms 1 through 8: atom 1 (Nb): 0.094, atom 2 (Br): -0.482, atom 3 (Cl): -0.326, atom 4 (P): 0.225, atom 5 (P): 0.103, atom 6 (O): -0.332, atom 7 (O): -0.390, atom 8 (O): -0.284